Entry one
A 5-piece molecular cluster, C5H22N2O4 overall, computed with wB97M-V/def2-TZVPD.

Calculated values
Multiplicity: 1
Structure (SMILES): CC(C)[C@@H](N)CN.O.O.O.O
Charge: 0

The geometry in XYZ format:
```
33
Properties=species:S:1:pos:R:3:mulliken_charge:R:1
H -0.301 -0.104 -3.276 0.354
H -0.457 -2.407 1.604 0.301
O 1.521 -2.609 2.640 -0.678
H 1.739 -2.823 1.722 0.329
H -0.175 1.773 -3.459 0.366
H -0.397 -0.403 0.279 0.588
H -1.145 1.454 -1.329 0.557
N 1.866 -1.373 0.116 -0.471
C -0.173 0.937 -1.383 1.043
C -0.322 -0.467 -0.779 -1.017
O -0.722 -1.549 1.958 -0.600
H -1.301 -2.094 -1.673 0.247
H 1.430 -0.802 -1.922 0.339
H -0.018 -1.583 2.649 0.343
H 2.358 -2.611 3.113 0.280
H -1.716 0.519 0.458 0.276
H -1.901 1.150 1.833 0.353
O -0.544 3.646 1.159 -0.617
H -1.276 3.234 0.681 0.306
C 0.059 0.856 -2.894 -1.714
H -0.888 4.431 1.587 0.290
H 1.139 0.784 -3.085 0.408
C 1.018 -1.333 -1.055 -0.805
O -2.158 1.249 0.914 -0.662
H 1.873 1.252 -0.736 0.255
C 0.923 1.804 -0.735 -1.561
H 0.664 -2.359 -1.252 0.338
H 1.454 -0.855 0.901 0.291
H 1.083 2.699 -1.390 0.429
N -1.484 -1.165 -1.320 -0.471
H 0.807 1.886 0.363 0.374
H 2.823 -1.056 0.090 0.249
H -2.249 -1.165 -0.662 0.279
```



Entry two
A 5-piece molecular cluster, C5H22N2O4 overall, computed with wB97M-V/def2-TZVPD.

Calculated values
Multiplicity: 1
Structure (SMILES): C[C@H](N)CN(C)C.O.O.O.O
Charge: 0

The geometry in XYZ format:
```
33
Properties=species:S:1:pos:R:3:mulliken_charge:R:1
H -1.712 2.725 1.719 0.369
O 1.775 -1.848 0.035 -0.724
O 0.120 -3.489 -1.485 -0.746
C -0.336 0.693 0.740 -0.573
H 2.288 2.554 1.733 0.340
H -2.325 0.105 -1.176 0.225
H -1.992 -2.065 0.350 0.401
H 2.665 1.015 0.978 0.288
H 1.435 -1.083 0.515 0.251
H -1.414 1.654 -0.753 0.174
C -2.492 2.135 1.201 -1.401
O 2.654 -0.327 -1.895 -0.647
N -2.463 -0.042 -0.201 -0.464
H -3.408 -0.096 0.047 0.235
H 0.041 -0.172 0.187 0.015
H 2.001 0.258 -1.811 0.264
H -3.050 1.639 2.016 0.342
H -0.528 0.367 1.774 0.444
N 0.573 1.836 0.760 0.145
H 2.336 -1.224 -0.580 0.499
H 2.262 -0.951 -2.528 0.353
H -0.645 -3.493 -0.815 0.523
H -0.415 -2.511 0.478 0.322
C 0.826 2.416 -0.615 -1.224
O -1.302 -2.830 0.449 -0.781
H 0.054 2.060 -1.229 0.530
H 1.817 2.091 -1.068 0.344
H 1.559 1.109 2.478 0.330
C 1.819 1.523 1.510 -0.955
H 0.439 -2.575 -1.433 0.250
C -1.778 1.203 0.211 0.225
H 0.818 3.463 -0.500 0.287
H -3.221 2.703 0.604 0.360
```



Which is the most stable structure? entry one is the most stable.



Entry one
A 20-piece molecular cluster, H41O20 overall, computed with wB97M-V/def2-TZVPD.

Calculated values
Multiplicity: 1
Charge: +1

The geometry in XYZ format:
```
61
Properties=species:S:1:pos:R:3:mulliken_charge:R:1
H 1.090 1.095 3.557 0.329
O 0.184 -3.698 0.304 -0.541
H -2.984 1.540 -5.360 0.330
O -3.389 -0.994 1.133 -0.609
H 2.944 3.773 3.858 0.275
H 0.875 1.316 6.134 0.339
H -4.311 -0.988 1.537 0.301
O -3.491 1.599 -0.115 -0.608
O 1.563 -2.701 2.208 -0.606
H 1.734 -1.555 1.880 0.508
H -4.516 -1.983 -2.907 0.240
H -1.013 5.813 1.301 0.258
H 2.302 -3.215 1.724 0.442
O -1.146 -0.435 -3.599 -0.627
H -1.806 -2.093 -1.800 0.248
O -2.459 0.847 3.565 -0.460
H 0.984 -1.259 -0.696 0.183
O -0.915 -2.406 -1.588 -0.606
O 2.177 -3.249 -2.102 -0.649
H 0.508 -4.325 -0.377 0.282
H 3.179 -3.345 -2.289 0.327
H 1.639 2.296 2.678 0.392
O -3.742 -1.761 -2.424 -0.559
O 0.596 3.240 -3.795 -0.567
O 0.587 -1.123 0.198 -0.479
H 2.573 -3.829 -0.319 0.348
H -2.716 -0.845 1.967 0.294
H 1.958 0.252 2.306 0.421
H 2.785 -5.450 -0.159 0.371
H -2.322 5.258 1.666 0.324
H 2.667 0.234 -2.733 0.277
O 2.560 -0.490 1.836 -0.616
H -3.189 0.611 -0.184 0.348
O 0.492 3.118 -0.723 -0.608
H 0.630 0.194 5.266 0.284
H -3.925 -2.563 -1.945 0.264
H 1.196 0.269 -2.893 0.303
H -1.885 0.951 4.195 0.215
O 3.065 3.390 3.023 -0.563
H 1.899 -2.363 -2.660 0.339
H -1.480 0.368 -3.933 0.393
H 3.792 3.833 2.568 0.276
H -2.854 2.308 -0.222 0.258
O 1.298 0.759 5.438 -0.660
H 0.605 -2.988 1.733 0.545
O -1.359 5.009 1.258 -0.562
O 1.864 -0.282 -2.441 -0.550
H 0.787 3.821 -0.214 0.255
H -2.740 1.689 3.332 0.278
H -0.662 -0.608 -4.406 0.243
H 0.336 -0.149 0.327 0.191
O -2.009 1.509 -5.109 -0.657
O 3.119 -4.514 0.227 -0.687
H -0.205 -3.130 -0.231 0.452
H 0.711 4.159 -3.850 0.274
H -0.365 3.369 -1.213 0.319
O 1.085 1.432 2.777 -0.697
H 0.722 2.962 -2.958 0.336
H -0.307 -1.688 -1.763 0.233
H -2.267 2.285 -4.578 0.285
H 2.967 -0.034 1.083 0.331
```



Entry two
A 20-piece molecular cluster, H41O20 overall, computed with wB97M-V/def2-TZVPD.

Calculated values
Multiplicity: 1
Charge: +1

The geometry in XYZ format:
```
61
Properties=species:S:1:pos:R:3:mulliken_charge:R:1
H -3.193 -2.756 -3.144 0.323
O -3.464 -1.996 -2.614 -0.611
H 0.198 4.843 -1.603 0.303
O -1.633 2.097 -0.032 -0.512
H 1.051 -0.073 4.570 0.233
H -0.297 -3.390 -3.709 0.287
O -2.719 0.133 3.744 -0.617
H 2.588 2.051 -0.760 0.283
H 0.345 -3.190 -0.214 0.096
H -2.576 -1.755 -2.321 0.304
H 0.227 2.934 0.835 0.158
H 0.101 1.161 4.249 0.286
H -1.596 -3.854 -4.362 0.306
O 0.646 4.978 -2.450 -0.599
O 4.990 -0.327 -1.219 -0.573
H 0.220 2.394 2.086 0.251
O -0.250 -2.662 -0.778 -0.443
O 3.511 -3.186 -3.764 -0.618
H 0.382 -1.401 -2.633 0.164
H 4.844 -1.027 -0.578 0.292
H -3.356 0.207 3.022 0.313
O 0.888 2.489 1.385 -0.329
H -1.393 3.030 0.009 0.306
H 2.828 2.262 2.777 0.287
H -0.012 -2.202 1.853 0.335
H -0.605 -4.086 1.308 0.350
O 2.014 1.974 -1.532 -0.575
O -4.891 -0.048 0.655 -0.573
O 0.698 -0.663 -2.096 -0.433
O -3.546 3.316 -1.536 -0.549
H 2.075 -0.027 -0.596 0.341
H -4.330 3.422 -2.094 0.284
H -5.097 -0.584 -0.119 0.285
H -3.097 2.671 -2.096 0.281
H 4.025 -3.758 -3.190 0.295
H 5.943 -0.282 -1.348 0.285
H -5.725 0.428 0.752 0.308
H 2.280 -4.912 0.384 0.283
H -2.838 2.645 1.909 0.306
H 1.018 -0.931 1.218 0.417
O -2.507 3.398 2.410 -0.606
O -1.196 -3.108 -3.910 -0.603
H -1.269 -3.538 2.623 0.338
H -1.897 0.281 3.260 0.283
H 2.618 2.074 -2.275 0.266
H 1.690 0.417 0.606 0.155
O 0.505 -1.311 2.040 -0.226
H -1.511 1.920 -0.970 0.117
O 0.694 0.497 3.888 -0.487
H 1.414 4.455 -2.163 0.302
H -0.809 -3.431 -0.981 0.387
H 3.997 2.999 3.197 0.301
O 3.160 2.695 3.576 -0.598
O 2.065 -0.448 0.289 -0.605
H 1.187 -1.836 2.499 0.494
O -1.028 -3.319 1.711 -0.604
H 3.415 -2.331 -3.332 0.328
H 0.114 -0.013 -2.516 0.252
H -3.137 4.117 2.313 0.291
O 1.930 -4.031 0.240 -0.594
H 2.414 -3.505 -0.402 0.282
```



Entry three
A 20-piece molecular cluster, H41O20 overall, computed with wB97M-V/def2-TZVPD.

Calculated values
Multiplicity: 1
Charge: +1

The geometry in XYZ format:
```
61
Properties=species:S:1:pos:R:3:mulliken_charge:R:1
O 1.651 -3.138 4.143 -0.552
H -1.736 -3.526 4.246 0.293
H -4.800 -2.595 1.497 0.275
O 2.591 0.239 2.505 -0.531
O 0.961 3.100 2.332 -0.662
O -0.178 -1.428 -0.137 -0.453
H -0.861 2.279 -1.104 0.521
O 0.456 -4.266 0.420 -0.595
O -2.620 2.386 1.237 -0.415
O 1.938 3.482 -3.761 -0.596
O -1.438 -3.027 3.484 -0.553
H -3.352 -0.777 3.587 0.337
H 2.882 0.545 -1.648 0.309
H 2.586 -2.923 4.196 0.284
H 3.034 0.538 1.719 0.281
O 0.672 2.477 4.989 -0.694
O 3.202 0.866 -3.896 -0.601
H 0.945 -5.012 0.099 0.288
O 3.223 0.686 -0.769 -0.595
O 0.497 2.510 -2.158 -0.737
H -0.871 -2.031 -0.438 0.235
H 0.342 -0.510 -4.611 0.338
H -4.492 0.803 -4.369 0.308
H -4.499 1.146 -2.979 0.295
H -3.243 -2.846 1.941 0.311
H 1.225 2.332 1.822 0.271
H -1.807 2.065 0.457 0.563
O -1.394 1.547 -0.679 -0.655
H 0.863 -3.832 1.172 0.314
O -0.728 0.643 1.978 -0.304
O -1.651 -1.100 -4.401 -0.586
H 2.948 -0.549 2.897 0.255
H 0.465 -1.694 -5.623 0.282
H 4.120 0.755 -3.658 0.299
H 0.528 -1.821 -0.647 0.231
H 1.368 -3.060 5.059 0.299
H 3.857 0.108 -0.364 0.289
H -0.299 0.086 1.333 0.226
O -4.090 -2.452 2.117 -0.596
O 0.930 -0.981 -5.196 -0.612
H 0.811 2.109 -2.969 0.343
H -2.897 1.714 1.878 0.317
H -4.270 -0.106 4.572 0.293
O -3.907 0.698 -3.600 -0.606
H 2.419 -1.866 -3.196 0.302
H -0.186 2.135 5.161 0.326
H -3.499 2.531 0.863 0.393
H 3.696 -1.670 -3.484 0.285
H 0.917 2.699 3.223 0.402
H 2.904 0.620 -4.776 0.305
H -0.648 1.160 -0.180 0.299
H 2.603 2.879 -4.137 0.292
H -0.145 0.570 2.738 0.134
O -3.383 -0.033 4.204 -0.618
H -1.151 -2.151 3.750 0.256
H -2.522 -0.698 -4.430 0.300
H 2.238 4.281 -4.220 0.284
H 0.577 3.406 5.228 0.328
H -1.923 -1.732 -3.718 0.291
H 0.930 3.396 -2.259 0.300
O 3.237 -1.925 -2.662 -0.594
```



Which is the most stable structure? entry three is the most stable.



Entry one
A 2-piece molecular cluster, C2H8N3S overall, computed with wB97M-V/def2-TZVPD.

Calculated values
Multiplicity: 1
Charge: +1

The geometry in XYZ format:
```
14
Properties=species:S:1:pos:R:3:mulliken_charge:R:1
C 3.819 0.147 0.125 -0.217
H -0.150 2.065 -0.387 0.269
H -2.689 -2.417 -0.003 0.237
N -0.920 0.268 0.047 0.252
H 0.010 -0.107 0.271 0.081
N -1.874 -1.831 0.088 -0.307
N -0.960 1.643 0.056 -0.668
H -2.918 -0.085 -0.298 0.285
H -1.822 2.023 -0.321 0.275
H 4.761 -0.281 -0.193 0.268
H 3.843 1.123 0.590 0.248
C -1.950 -0.520 -0.067 0.305
S 2.434 -0.634 -0.080 -0.237
H -1.000 -2.276 0.325 0.208
```



Entry two
A 3-piece molecular cluster, C2H8N3S overall, computed with wB97M-V/def2-TZVPD.

Calculated values
Multiplicity: 1
Charge: +1

The geometry in XYZ format:
```
14
Properties=species:S:1:pos:R:3:mulliken_charge:R:1
H 0.476 1.845 -1.540 0.213
N 1.127 -1.403 0.171 -0.427
H 1.633 0.132 -1.091 0.268
N 0.933 -0.138 -0.417 -0.067
H 1.222 -2.197 -0.481 0.296
H -1.398 2.250 0.993 0.182
N -0.444 1.483 -1.212 -0.357
C -0.283 0.347 -0.533 0.392
S -1.390 -0.525 0.372 0.020
H -1.378 1.754 -1.377 0.297
H 0.327 -1.298 2.149 0.276
C 0.065 -1.562 1.124 -0.383
H -0.659 1.974 0.640 -0.092
H -0.231 -2.662 1.202 0.382
```



Which is the most stable structure? entry one is the most stable.



Entry one
A 2-piece molecular cluster, C2H3ClSi overall, computed with wB97M-V/def2-TZVPD.

Calculated values
Multiplicity: 1
Charge: 0

The geometry in XYZ format:
```
7
Properties=species:S:1:pos:R:3:mulliken_charge:R:1
H 0.686 -2.339 0.394 0.343
H 1.510 1.426 1.278 -0.055
C 0.099 -2.031 -0.418 -0.214
C -0.644 -1.288 -0.993 -0.015
Cl -1.781 -0.687 -2.019 -0.120
H -0.539 2.021 0.596 -0.062
Si 0.668 2.899 1.162 0.122
```



Entry two
One molecule with the formula C2H3ClSi, computed with wB97M-V/def2-TZVPD.

Calculated values
Multiplicity: 1
Structure (SMILES): C#C[SiH2]Cl
Charge: 0

The geometry in XYZ format:
```
7
Properties=species:S:1:pos:R:3:mulliken_charge:R:1
H 0.686 1.019 -1.215 -0.114
C -0.856 -0.322 0.087 -0.583
H -2.715 -1.645 -0.188 0.341
H 0.913 1.445 1.164 -0.117
Cl 2.884 0.099 0.033 -0.253
C -1.760 -1.149 0.004 0.116
Si 0.849 0.552 0.115 0.610
```



Which is the most stable structure? entry two is the most stable.